Entry A
{
  "formula": "C20H31N3O2S",
  "method": "ωB97M-V with the def2-TZVPD basis set",
  "lumo_ev": 0.5,
  "homo_ev": -9.32,
  "gap_ev": 9.85,
  "charge": 0,
  "symbols": ["C", "C", "C", "C", "N", "C", "C", "O", "C", "C", "C", "C", "C", "C", "C", "C", "C", "N", "C", "O", "C", "C", "S", "N", "C", "C", "H", "H", "H", "H", "H", "H", "H", "H", "H", "H", "H", "H", "H", "H", "H", "H", "H", "H", "H", "H", "H", "H", "H", "H", "H", "H", "H", "H", "H", "H", "H"],
  "coordinates": [[-0.88, 5.06, 1.14], [-1.31, 4.22, -0.06], [-1.01, 2.73, 0.15], [0.51, 2.50, 0.24], [0.95, 1.17, -0.15], [1.74, 1.07, -1.36], [0.51, 0.11, 0.59], [-0.24, 0.29, 1.53], [0.99, -1.28, 0.19], [0.69, -2.34, 1.24], [0.55, -3.73, 0.62], [0.14, -4.77, 1.65], [1.10, -4.80, 2.84], [1.27, -3.41, 3.44], [1.70, -2.41, 2.38], [2.51, -1.23, 2.81], [3.18, -2.37, 2.09], [-1.61, 1.87, -0.87], [-1.51, 2.05, -2.20], [-0.82, 2.92, -2.72], [-2.22, 1.03, -3.02], [-2.35, -0.30, -2.68], [-3.15, -1.11, -3.93], [-3.33, 0.21, -4.88], [-2.81, 1.26, -4.31], [-2.87, 2.58, -5.01], [-1.18, 6.10, 1.01], [-1.34, 4.70, 2.07], [0.20, 5.05, 1.28], [-2.38, 4.33, -0.22], [-0.82, 4.57, -0.96], [-1.45, 2.40, 1.09], [1.01, 3.20, -0.43], [0.83, 2.71, 1.26], [1.84, 0.04, -1.69], [1.26, 1.64, -2.16], [2.75, 1.48, -1.21], [0.48, -1.54, -0.74], [2.05, -1.25, -0.06], [-0.27, -2.07, 1.69], [-0.18, -3.69, -0.19], [1.51, -4.02, 0.17], [-0.87, -4.52, 2.02], [0.07, -5.75, 1.19], [0.75, -5.50, 3.59], [2.08, -5.16, 2.50], [0.33, -3.07, 3.88], [2.01, -3.43, 4.25], [2.39, -0.29, 2.29], [2.70, -1.11, 3.87], [3.82, -3.03, 2.66], [3.52, -2.20, 1.08], [-2.23, 1.15, -0.54], [-1.99, -0.80, -1.80], [-2.62, 3.40, -4.34], [-2.15, 2.60, -5.83], [-3.86, 2.73, -5.43]]
}

=====

Entry B
{
  "formula": "C20H31N3O2S",
  "method": "ωB97M-V with the def2-TZVPD basis set",
  "lumo_ev": 0.3,
  "homo_ev": -9.38,
  "gap_ev": 9.72,
  "charge": 0,
  "symbols": ["C", "C", "C", "C", "N", "C", "C", "O", "C", "C", "C", "C", "C", "C", "C", "C", "C", "N", "C", "O", "C", "C", "S", "N", "C", "C", "H", "H", "H", "H", "H", "H", "H", "H", "H", "H", "H", "H", "H", "H", "H", "H", "H", "H", "H", "H", "H", "H", "H", "H", "H", "H", "H", "H", "H", "H", "H"],
  "coordinates": [[-1.65, 0.98, 4.60], [-2.15, -0.21, 3.79], [-1.43, -0.34, 2.45], [-1.59, 0.94, 1.63], [-1.20, 0.82, 0.22], [-2.25, 0.96, -0.77], [0.14, 0.81, -0.06], [0.96, 0.77, 0.84], [0.55, 0.81, -1.52], [2.05, 1.01, -1.72], [2.54, 0.35, -3.02], [4.05, 0.45, -3.15], [4.54, 1.89, -3.06], [4.02, 2.56, -1.79], [2.51, 2.46, -1.71], [1.78, 3.53, -0.97], [1.75, 3.51, -2.48], [-1.92, -1.45, 1.64], [-2.27, -2.69, 2.06], [-2.21, -3.09, 3.21], [-2.76, -3.58, 0.96], [-3.55, -3.17, -0.09], [-3.92, -4.51, -1.06], [-3.07, -5.58, -0.16], [-2.52, -4.99, 0.87], [-1.70, -5.80, 1.84], [-2.08, 0.95, 5.61], [-0.57, 0.96, 4.71], [-1.93, 1.94, 4.16], [-2.00, -1.13, 4.35], [-3.22, -0.12, 3.60], [-0.36, -0.48, 2.64], [-2.64, 1.25, 1.64], [-0.99, 1.73, 2.09], [-1.91, 0.67, -1.75], [-3.10, 0.32, -0.50], [-2.62, 1.99, -0.82], [0.26, -0.16, -1.95], [-0.01, 1.56, -2.08], [2.55, 0.51, -0.88], [2.23, -0.70, -3.04], [2.06, 0.84, -3.87], [4.52, -0.14, -2.35], [4.38, -0.01, -4.09], [5.63, 1.93, -3.10], [4.17, 2.45, -3.93], [4.46, 2.07, -0.91], [4.33, 3.61, -1.76], [0.87, 3.27, -0.44], [2.36, 4.29, -0.48], [2.33, 4.25, -3.01], [0.82, 3.24, -2.97], [-1.78, -1.35, 0.64], [-3.93, -2.18, -0.28], [-1.12, -5.16, 2.49], [-2.36, -6.40, 2.46], [-1.05, -6.47, 1.29]]
}

=====

Which one sits at the top of the stability order? entry A does.